Version one
The following is a quantum chemistry calculation of a cluster of 2 separate species, C3H7Br in total, from OMol25.

The HOMO-LUMO gap (spin up / spin down) comes out at 0.3265 / 0.3201 Ha.

```
! RIJCOSX wB97M-V def2-TZVPD def2/J DEFGRID3
* xyz 0 1
Br 2.43 0.13 0.10
C 0.02 -1.39 -0.32
C 0.66 -0.37 0.62
C -0.80 1.66 0.02
H -1.53 2.00 0.75
H -1.00 1.32 -1.07
H 0.54 -2.32 -0.40
H -0.91 -1.69 0.07
H -0.14 -0.92 -1.28
H 0.08 2.18 -0.12
H 0.65 -0.61 1.62
*
```

***

Version two
The following is a quantum chemistry calculation of the molecule C3H7Br, from OMol25.

The HOMO-LUMO gap (spin up / spin down) comes out at 0.2724 / 0.2735 Ha.

```
! RIJCOSX wB97M-V def2-TZVPD def2/J DEFGRID3
* xyz 0 1
Br -0.80 0.51 0.65
C -2.34 -0.84 0.02
C 2.06 0.17 -0.03
C 0.98 1.18 0.00
H 2.27 -0.33 -0.93
H 2.90 0.70 0.29
H -2.98 -0.57 0.94
H 0.88 1.92 -0.88
H -2.11 -1.84 0.01
H 1.89 -0.54 0.81
H -2.75 -0.35 -0.89
*
```

***

Least stable: version two

***

Version one
The following is a quantum chemistry calculation of the molecule C4H6OS, from OMol25.

As for the structure (SMILES): C[C@H](C=O)C=S. The HOMO-LUMO gap comes out at 0.3025 Ha.

```
! RIJCOSX wB97M-V def2-TZVPD def2/J DEFGRID3
* xyz 0 1
S 0.22 -2.60 1.07
O -1.92 1.20 0.45
C 0.74 0.99 -0.81
C 0.71 -1.04 0.89
C 0.14 -0.32 -0.24
C -1.55 0.08 0.26
H -0.03 -0.93 -1.16
H -2.20 -0.88 0.32
H 1.22 -0.50 1.79
H -0.06 1.73 -0.80
H 1.21 0.81 -1.74
H 1.53 1.45 -0.02
*
```

***

Version two
The following is a quantum chemistry calculation of a structure of composition C4H6OS, from OMol25.

The HOMO-LUMO gap comes out at 0.2949 Ha.

```
! RIJCOSX wB97M-V def2-TZVPD def2/J DEFGRID3
* xyz 0 1
S -0.06 3.28 -0.50
O 0.08 -1.20 1.70
C 0.23 0.60 0.15
C -0.41 -0.74 0.62
C 0.40 -0.76 -0.68
C -0.46 1.67 -0.49
H 0.65 -2.25 1.22
H 1.07 0.83 0.71
H 1.39 -1.21 -0.58
H -0.03 -0.83 -1.63
H -1.54 -0.69 0.61
H -1.33 1.31 -1.11
*
```

***

Version three
The following is a quantum chemistry calculation of the molecule C4H6OS, from OMol25.

As for the structure (SMILES): C/C=C/OC=S. The HOMO-LUMO gap comes out at 0.3393 Ha.

```
! RIJCOSX wB97M-V def2-TZVPD def2/J DEFGRID3
* xyz 0 1
S -4.18 -0.27 0.01
O -1.50 -0.54 0.03
C 2.15 -0.02 0.00
C 0.83 -0.70 -0.01
C -2.62 0.20 -0.01
C -0.25 0.07 0.02
H 2.77 -0.22 0.92
H 0.75 -1.82 -0.07
H -2.39 1.29 -0.12
H 2.02 1.08 0.01
H 2.73 -0.24 -0.88
H -0.31 1.18 0.09
*
```

***

Least stable: version two

***

Version one
The following is a quantum chemistry calculation of the molecule C4H6OS, from OMol25.

As for the structure (SMILES): C=COC(C)=S. The HOMO-LUMO gap comes out at 0.3321 Ha.

```
! RIJCOSX wB97M-V def2-TZVPD def2/J DEFGRID3
* xyz 0 1
S 1.93 -1.59 0.05
O -0.24 0.07 -0.02
C 1.79 1.15 0.00
C -2.50 -0.52 0.10
C 1.08 -0.15 -0.04
C -1.22 -0.87 -0.14
H -3.29 -1.26 0.08
H 1.45 1.80 -0.81
H -0.83 -1.87 -0.35
H 1.66 1.73 0.93
H 2.88 1.02 -0.11
H -2.70 0.51 0.32
*
```

***

Version two
The following is a quantum chemistry calculation of the molecule C4H6OS, from OMol25.

As for the structure (SMILES): C=CSC(C)=O. The HOMO-LUMO gap comes out at 0.3687 Ha.

```
! RIJCOSX wB97M-V def2-TZVPD def2/J DEFGRID3
* xyz 0 1
S -0.14 0.63 -0.77
O 0.91 -1.22 0.72
C 2.48 0.46 -0.01
C -2.99 -0.01 -0.27
C -1.74 -0.33 0.11
C 1.17 -0.30 0.03
H -1.28 -1.07 0.71
H 3.12 -0.06 -0.80
H 2.58 1.52 -0.09
H -3.34 0.72 -0.89
H -3.72 -0.47 0.34
H 2.94 0.12 0.93
*
```

***

Least stable: version two

***

Version one
The following is a quantum chemistry calculation of the molecule C4H6OS, from OMol25.

As for the structure (SMILES): C[C@H]1S[C@H]1C=O. The HOMO-LUMO gap comes out at 0.3664 Ha.

```
! RIJCOSX wB97M-V def2-TZVPD def2/J DEFGRID3
* xyz 0 1
S -1.22 -1.59 -0.26
O 2.66 -0.48 0.05
C 1.59 -0.78 -0.40
C 0.38 -1.01 0.40
C -0.78 1.29 -0.30
C -0.84 0.03 0.47
H -0.04 1.24 -1.11
H 1.44 -0.89 -1.47
H -0.68 2.13 0.34
H 0.55 -1.27 1.40
H -1.29 -0.07 1.47
H -1.78 1.41 -0.60
*
```

***

Version two
The following is a quantum chemistry calculation of the molecule C4H6OS, from OMol25.

As for the structure (SMILES): CC1=COCS1. The HOMO-LUMO gap comes out at 0.3095 Ha.

```
! RIJCOSX wB97M-V def2-TZVPD def2/J DEFGRID3
* xyz 0 1
S -0.77 0.81 0.64
O 0.61 -1.49 0.65
C -0.15 -0.68 1.57
C 0.20 1.07 -2.08
C 0.76 -0.95 -0.57
C 0.16 0.28 -0.82
H -0.84 1.23 -2.41
H -0.95 -1.33 1.96
H 0.76 0.54 -2.84
H 0.61 2.08 -1.92
H 1.48 -1.44 -1.22
H 0.51 -0.39 2.38
*
```

***

Least stable: version one

***

Version one
The following is a quantum chemistry calculation of the molecule C4H6OS, from OMol25.

As for the structure (SMILES): C=CCC(O)=S. The HOMO-LUMO gap comes out at 0.3280 Ha.

```
! RIJCOSX wB97M-V def2-TZVPD def2/J DEFGRID3
* xyz 0 1
S 0.33 2.88 -1.09
O 1.62 0.78 -0.51
C -0.01 -1.70 0.27
C 0.39 1.34 -0.63
C -0.33 -0.47 0.82
C -0.82 0.45 -0.09
H -0.17 -0.18 1.83
H -0.08 -1.81 -0.72
H -1.40 1.33 0.33
H 1.63 -0.19 -0.20
H 0.17 -2.50 1.03
H -1.32 0.07 -1.05
*
```

***

Version two
The following is a quantum chemistry calculation of the molecule C4H6OS, from OMol25.

As for the structure (SMILES): C=C1C[C@@H](O)S1. The HOMO-LUMO gap comes out at 0.3499 Ha.

```
! RIJCOSX wB97M-V def2-TZVPD def2/J DEFGRID3
* xyz 0 1
S -0.89 -1.61 0.16
O -2.26 0.73 -0.49
C 0.11 0.74 0.36
C 1.89 -1.04 -0.35
C 0.69 -0.61 0.03
C -1.34 0.20 0.51
H -1.91 0.48 1.46
H 2.87 -0.48 -0.39
H -1.79 0.98 -1.29
H 0.49 1.12 1.31
H 2.13 -2.00 -0.80
H 0.01 1.48 -0.50
*
```

***

Version three
The following is a quantum chemistry calculation of the molecule C4H6OS, from OMol25.

As for the structure (SMILES): S[C@H]1C=CCO1. The HOMO-LUMO gap comes out at 0.3586 Ha.

```
! RIJCOSX wB97M-V def2-TZVPD def2/J DEFGRID3
* xyz 0 1
S -2.44 0.24 0.21
O -0.14 -1.23 -0.50
C -0.10 1.21 -0.35
C -0.98 -0.13 -0.73
C 0.90 0.69 0.33
C 0.98 -0.77 0.28
H -0.39 2.19 -0.70
H 1.52 1.22 1.05
H 0.79 -1.08 1.38
H 1.86 -1.04 -0.17
H -1.26 -0.24 -1.80
H -1.94 0.69 1.47
*
```

***

Version four
The following is a quantum chemistry calculation of the molecule C4H6OS, from OMol25.

As for the structure (SMILES): C=CC(=O)CS. The HOMO-LUMO gap comes out at 0.3487 Ha.

```
! RIJCOSX wB97M-V def2-TZVPD def2/J DEFGRID3
* xyz 0 1
S 2.44 -0.20 1.12
O -0.70 -1.66 -0.32
C 0.56 -0.54 1.28
C -0.25 -0.59 0.00
C -0.50 0.77 -0.53
C -1.44 0.91 -1.43
H -1.87 -0.02 -1.84
H 0.22 1.52 -0.20
H -1.81 1.86 -1.83
H 0.44 -1.54 1.83
H 2.71 -0.85 0.02
H 0.21 0.34 1.90
*
```

***

Least stable: version three

***

Version one
The following is a quantum chemistry calculation of the molecule C18H34O3, from OMol25.

As for the structure (SMILES): CCCCCCCC/C=C\CCCCCC[C@@H](O)C(=O)O. The HOMO-LUMO gap comes out at 0.3821 Ha.

```
! RIJCOSX wB97M-V def2-TZVPD def2/J DEFGRID3
* xyz 0 1
O -0.16 1.31 -0.88
O 0.82 -0.70 -0.67
O 1.23 -0.96 -3.27
C 1.45 1.48 -3.32
C 3.24 2.97 0.63
C 0.05 0.94 3.22
C 2.34 2.14 1.55
C 0.45 0.23 -1.35
C -0.05 2.16 2.34
C 0.94 2.67 1.62
C 2.86 2.87 -0.86
C -1.77 -0.35 1.97
C 0.64 0.25 -2.86
C -2.36 -4.79 -0.12
C -3.48 -1.56 0.55
C -3.76 -2.68 -0.46
C 2.93 1.43 -2.97
C -2.07 -1.59 1.14
C -3.70 -4.09 0.13
C 3.27 1.54 -1.48
C -0.33 -0.35 2.48
H 1.79 3.02 -0.96
H 3.34 0.49 -3.35
H 3.43 2.24 -3.50
H 2.78 2.14 2.55
H 1.47 -1.45 -2.47
H -4.21 -1.63 1.37
H -3.63 -0.60 0.05
H -2.18 -4.89 -1.19
H -0.20 1.30 0.10
H 0.75 3.56 1.04
H 2.34 1.10 1.21
H 4.28 2.65 0.75
H -2.36 -5.78 0.33
H 3.18 4.02 0.94
H -1.95 0.54 1.36
H 4.36 1.42 -1.37
H 0.35 -0.50 1.64
H -3.90 -4.05 1.20
H -1.01 2.64 2.32
H -1.95 -2.47 1.77
H 1.07 0.84 3.59
H 1.37 1.52 -4.41
H -4.48 -4.70 -0.33
H -3.05 -2.59 -1.28
H -2.46 -0.30 2.82
H -0.36 0.32 -3.30
H -1.54 -4.22 0.31
H -4.75 -2.50 -0.87
H 0.97 2.37 -2.91
H -0.20 -1.19 3.16
H -0.62 1.07 4.07
H 3.36 3.68 -1.40
H 2.81 0.71 -0.93
H -1.34 -1.66 0.33
*
```

***

Version two
The following is a quantum chemistry calculation of a structure of composition C18H34O3, from OMol25.

The HOMO-LUMO gap comes out at 0.3087 Ha.

```
! RIJCOSX wB97M-V def2-TZVPD def2/J DEFGRID3
* xyz 0 1
O -0.85 2.40 0.04
O -2.57 -0.43 0.23
O -2.51 1.89 1.36
C -0.31 -3.26 -3.05
C -0.16 4.57 1.86
C -1.48 4.20 1.54
C 0.85 2.62 3.11
C -1.32 -0.94 -0.22
C 0.79 -3.27 -3.92
C 1.90 -1.03 0.84
C 1.86 0.25 1.08
C 0.69 -1.88 1.02
C 2.13 2.25 2.65
C 0.00 -2.09 -2.11
C -1.31 2.73 0.94
C 2.37 0.99 2.36
C 0.75 -4.44 -4.89
C -1.36 -2.17 -1.13
C 1.95 -4.67 -5.80
C -0.43 -1.35 1.17
C 0.32 3.90 3.21
H -2.29 -1.81 -1.88
H 0.95 -2.38 -4.59
H 2.83 -4.62 -5.26
H 2.34 3.01 1.55
H -1.82 4.85 0.64
H 1.27 4.68 3.54
H -0.17 -4.34 -5.63
H 1.70 -3.70 -3.44
H -0.14 2.07 2.65
H 1.90 0.15 3.14
H -0.11 -1.26 -2.72
H -0.13 5.54 1.95
H 2.85 -1.61 1.02
H 2.87 2.57 3.47
H 0.88 2.19 4.22
H 1.92 -5.49 -6.47
H 0.79 -3.21 0.99
H -1.51 -3.23 -0.57
H 2.60 0.76 0.31
H 0.54 4.46 0.84
H -0.36 -4.21 -2.39
H 0.74 -2.23 -1.34
H -0.61 -0.68 1.86
H -0.84 -0.11 -0.70
H -1.09 -2.31 1.65
H -3.32 -1.19 0.54
H 0.59 -5.44 -4.49
H 2.14 -3.73 -6.27
H -2.20 4.19 2.32
H -1.14 -3.13 -3.57
H -2.55 1.12 0.96
H 0.89 0.70 0.97
H 3.50 0.65 2.34
H -0.21 4.24 3.95
*
```

***

Least stable: version two